# 1
A 20-piece molecular cluster, C98H122F9N11 overall at a distorted geometry. Source: the OMol25 dataset; level of theory: the ωB97M-V functional and the def2-TZVPD basis.

```
240
Properties=species:S:1:pos:R:3:forces:R:3
C 7.268 5.497 3.733 -0.915 0.763 -1.015
C 7.036 6.212 2.297 -0.149 -1.311 1.259
C 5.519 6.367 1.810 0.860 -0.391 1.176
C 4.699 5.113 1.823 2.404 3.209 -0.223
N 4.071 4.181 1.713 -1.549 -2.316 0.135
H 6.812 5.966 4.605 -0.523 0.269 -0.260
H 8.306 5.418 4.057 0.206 -0.030 -0.728
H 6.848 4.498 3.619 0.097 -0.122 0.268
H 7.585 5.520 1.658 -0.273 0.295 -0.535
H 7.546 7.174 2.239 -0.288 0.057 0.040
H 5.455 6.835 0.827 0.174 -0.378 -0.161
H 5.029 7.080 2.472 -0.113 -0.074 0.180
C -0.658 4.191 1.067 -0.090 -1.133 0.149
C -1.886 3.697 0.305 -0.381 1.030 -0.967
C -3.188 4.265 0.869 -0.735 -0.929 -0.106
C -3.230 5.700 1.006 0.791 4.544 1.470
N -3.240 6.870 1.184 -0.029 -3.840 -0.746
H -0.656 3.740 2.059 -0.476 0.047 0.398
H -0.643 5.269 1.233 0.264 -0.040 -0.442
H 0.262 3.738 0.698 0.199 0.663 -0.587
H -1.880 2.631 0.078 -0.299 -0.288 1.039
H -2.087 4.026 -0.714 1.596 0.623 -0.499
H -3.489 3.771 1.793 -0.328 0.206 0.007
H -3.946 4.167 0.091 -0.427 -0.952 0.288
C 2.596 3.074 -2.218 -0.279 -0.089 0.236
C 3.879 3.198 -1.397 -1.352 -0.067 0.251
C 5.195 3.362 -2.154 -0.388 -0.142 -0.453
C 6.198 4.209 -1.497 0.977 0.088 0.601
N 7.025 4.834 -0.977 -1.120 -0.620 -0.610
H 1.891 2.539 -1.582 -0.073 -0.228 -0.003
H 2.772 2.424 -3.074 -0.339 0.397 -0.413
H 2.054 4.005 -2.385 0.429 0.143 -0.825
H 3.806 2.217 -0.926 1.039 0.246 0.716
H 3.683 3.981 -0.665 0.506 -0.222 0.148
H 5.045 3.746 -3.163 -0.184 0.377 -0.009
H 5.551 2.350 -2.345 0.642 0.089 0.222
C 3.204 -9.699 0.788 -0.029 0.086 -0.021
C 1.849 -9.135 0.405 -0.800 -0.417 1.007
C 1.486 -7.787 1.076 0.552 0.431 0.213
C 0.098 -7.345 1.016 -3.233 0.925 -1.193
N -1.029 -7.012 0.978 3.113 -0.924 0.176
H 3.172 -10.000 1.835 0.467 0.213 0.057
H 4.008 -9.000 0.558 0.107 0.053 0.339
H 3.405 -10.593 0.198 -0.065 -0.059 0.029
H 1.111 -9.799 0.855 -0.161 -0.406 -0.442
H 1.758 -9.229 -0.677 -0.386 0.771 0.019
H 2.182 -6.984 0.832 -0.234 0.230 -0.527
H 1.577 -7.770 2.162 0.650 -0.901 0.317
C -1.205 -1.644 -7.716 -0.162 -1.129 -0.235
C -0.222 -2.425 -6.869 1.264 0.375 0.103
C -0.771 -2.802 -5.491 -0.142 1.448 0.432
C -1.254 -1.638 -4.693 -1.671 3.260 1.656
N -1.727 -0.744 -4.068 1.900 -3.259 -2.214
H -1.454 -0.666 -7.303 0.202 0.039 -0.199
H -2.118 -2.238 -7.761 -0.313 0.137 -0.008
H -0.842 -1.630 -8.744 -0.013 0.577 0.034
H 0.736 -1.907 -6.819 -0.089 0.913 0.754
H 0.239 -3.278 -7.367 -1.141 -0.760 -0.103
H -0.009 -3.215 -4.830 -0.238 -0.781 -0.238
H -1.700 -3.358 -5.618 0.406 -0.806 0.146
C 0.832 0.471 0.820 0.597 -0.568 -0.798
C -0.379 -0.531 0.718 0.676 1.246 1.309
C -0.800 -0.809 -0.725 0.061 -1.744 -0.928
C -0.668 -2.227 -1.246 0.149 -3.201 -0.523
N -0.665 -3.351 -1.631 0.120 4.160 1.326
H 0.920 1.093 -0.070 -0.510 0.268 -0.066
H 1.799 -0.031 0.787 0.001 -0.586 0.057
H 0.960 1.136 1.674 -0.814 -0.159 0.269
H -1.212 -0.098 1.273 -0.277 0.263 -0.410
H -0.178 -1.384 1.366 0.213 -0.457 -0.581
H -0.233 -0.210 -1.437 -0.128 0.175 0.038
H -1.863 -0.658 -0.915 -0.035 0.540 0.174
C -9.128 0.639 1.832 0.388 0.863 -1.177
C -8.485 -0.043 0.606 0.434 -0.406 1.300
C -6.992 -0.343 0.846 1.496 -0.115 -0.621
C -6.077 0.848 0.752 -2.260 -2.132 0.153
N -5.463 1.794 0.634 1.225 1.488 -0.059
H -10.191 0.806 1.658 -0.069 -0.355 0.241
H -8.720 1.642 1.961 0.217 -0.005 0.289
H -8.921 0.027 2.710 -0.276 0.128 0.029
H -8.486 0.452 -0.365 -0.648 0.364 0.232
H -9.053 -0.972 0.545 0.437 -0.298 -0.536
H -6.628 -1.031 0.083 -0.078 0.137 -0.571
H -6.644 -0.917 1.705 -0.766 0.282 0.699
C -5.716 -4.383 -1.252 -0.001 -1.146 1.101
C -4.354 -3.976 -0.656 0.988 0.429 -2.425
C -3.287 -5.121 -0.530 -1.206 -0.193 0.819
C -3.179 -6.104 -1.586 -0.358 0.573 -1.144
N -3.167 -6.852 -2.458 0.162 -0.167 -0.003
H -5.621 -5.249 -1.906 0.192 -0.414 0.378
H -6.377 -3.786 -1.879 0.608 1.130 0.340
H -6.251 -4.629 -0.334 -0.782 -0.561 -0.422
H -4.432 -3.455 0.298 -0.024 -0.202 -0.009
H -3.879 -3.297 -1.365 0.081 0.487 0.075
H -3.635 -5.779 0.266 0.582 0.263 0.778
H -2.293 -4.699 -0.374 -0.165 -0.159 0.454
C 1.241 -8.676 -3.872 -1.623 0.372 -0.206
C 0.258 -7.760 -3.099 0.526 -0.486 0.016
C 0.222 -6.343 -3.619 0.425 0.810 -1.125
C -0.303 -6.133 -4.982 1.972 -1.719 6.231
N -0.667 -5.994 -6.015 -2.175 0.998 -6.203
H 0.680 -8.944 -4.767 0.445 -0.415 -0.269
H 1.371 -9.557 -3.244 0.417 -0.101 -0.356
H 2.170 -8.198 -4.186 0.084 -0.057 0.347
H 0.652 -7.758 -2.083 -0.545 0.402 0.243
H -0.735 -8.208 -3.135 0.036 0.016 0.341
H 1.269 -6.075 -3.766 0.199 0.530 0.459
H -0.286 -5.574 -3.037 0.158 -0.311 0.594
C 6.404 0.295 -5.879 -0.491 -0.616 -0.364
C 5.100 -0.305 -5.246 2.018 0.213 -0.984
C 5.454 -1.061 -3.959 -0.347 -0.176 -0.544
C 4.233 -1.367 -3.250 -1.611 -0.186 2.520
N 3.331 -1.572 -2.541 1.223 0.258 -1.399
H 6.826 1.115 -5.298 -0.085 0.083 -0.223
H 6.250 0.530 -6.932 -0.466 0.903 0.163
H 7.186 -0.443 -6.060 0.071 -0.439 0.843
H 4.699 -0.957 -6.022 -0.362 -0.188 0.359
H 4.378 0.487 -5.044 0.027 -0.052 0.040
H 6.145 -0.481 -3.347 -0.243 0.154 0.220
H 5.935 -2.030 -4.089 0.241 0.078 -0.579
C -1.160 1.097 4.216 -0.786 0.878 -0.104
C -2.451 1.565 4.956 0.670 -0.743 -0.729
C -3.662 0.711 4.559 -0.436 -1.985 -0.164
C -3.500 -0.752 4.177 0.804 3.502 0.523
N -3.372 -1.830 3.856 0.126 -2.189 -0.563
H -0.847 0.187 4.728 0.574 0.228 -0.140
H -0.461 1.934 4.202 0.445 -0.287 0.645
H -1.235 0.891 3.148 -0.674 -0.240 -0.007
H -2.761 2.582 4.718 0.352 0.093 -0.034
H -2.161 1.551 6.007 -0.550 -0.172 0.124
H -4.099 1.177 3.676 -0.346 -0.074 0.109
H -4.418 0.520 5.322 -0.216 1.147 0.272
F -1.538 -3.695 8.611 0.170 -0.247 -0.073
C -0.502 -3.295 7.851 1.744 0.884 -0.222
C -0.756 -2.919 6.512 -0.699 -0.219 2.171
C 0.222 -2.309 5.762 0.527 -0.849 0.835
C 1.510 -2.215 6.320 -0.355 0.279 -0.816
C 1.800 -2.608 7.631 -0.846 0.427 -1.036
C 0.791 -3.132 8.435 -0.733 -0.153 -1.009
H -1.790 -3.011 6.212 -0.028 -0.031 -0.403
H -0.070 -2.000 4.769 0.478 0.121 -0.179
H 2.255 -1.810 5.651 0.424 0.166 0.311
H 2.780 -2.397 8.032 0.077 -0.242 0.049
H 1.108 -3.392 9.434 -0.757 -0.155 0.241
F 1.914 0.806 7.925 -0.575 -0.200 -0.664
C 2.480 1.712 7.097 1.138 1.039 2.414
C 3.463 2.480 7.755 0.852 0.854 -1.449
C 4.172 3.420 6.979 -1.511 -1.114 -2.251
C 3.792 3.533 5.595 0.100 0.141 0.769
C 2.777 2.776 4.990 1.329 1.111 1.119
C 2.093 1.907 5.806 -0.838 -1.338 -0.587
H 3.710 2.353 8.798 -0.203 -0.318 0.018
H 5.051 3.995 7.228 -0.232 0.021 0.786
H 4.274 4.315 5.026 0.275 -0.120 -0.267
H 2.579 2.882 3.933 -0.221 0.075 -0.019
H 1.285 1.311 5.409 -0.018 -0.183 0.057
F 1.950 10.960 -1.298 0.049 -1.527 -0.005
C 1.983 9.614 -1.047 0.083 -2.367 -0.231
C 2.664 8.670 -1.899 0.517 3.954 0.091
C 2.837 7.366 -1.593 -2.182 -2.118 1.524
C 2.049 6.834 -0.534 0.459 1.374 0.372
C 1.318 7.727 0.285 -0.226 -2.244 -1.069
C 1.257 9.057 0.018 0.459 2.745 -1.110
H 3.152 9.090 -2.766 0.136 0.057 -0.168
H 3.328 6.639 -2.223 0.318 0.335 -0.271
H 1.993 5.769 -0.362 0.106 -0.067 0.124
H 0.581 7.342 0.974 0.252 -0.188 0.374
H 0.576 9.723 0.528 0.044 -0.040 0.418
F 4.446 -0.460 4.874 -0.358 -0.393 -1.055
C 4.543 -0.524 3.505 0.249 -0.520 0.030
C 4.726 0.641 2.814 -0.350 1.012 -1.318
C 4.981 0.601 1.430 0.025 0.527 0.915
C 5.147 -0.589 0.785 0.040 -0.549 -0.728
C 5.004 -1.772 1.476 -0.676 0.085 1.158
C 4.578 -1.744 2.817 1.316 -0.114 0.196
H 4.563 1.630 3.216 0.268 -0.113 0.568
H 5.127 1.529 0.898 -0.178 0.159 0.056
H 5.339 -0.654 -0.276 0.247 0.238 -0.112
H 5.254 -2.703 0.989 -0.340 -0.130 0.057
H 4.534 -2.686 3.344 -0.263 0.047 0.237
F -8.851 -4.485 -5.907 0.984 -1.231 0.563
C -7.511 -4.522 -5.559 0.422 -0.220 -0.226
C -6.740 -5.666 -5.147 -0.954 1.945 -1.282
C -5.367 -5.412 -4.956 -2.178 -0.164 0.165
C -4.939 -4.105 -5.045 2.323 0.657 1.606
C -5.660 -2.970 -5.364 0.101 -2.011 -0.682
C -6.945 -3.268 -5.728 -0.864 1.200 0.088
H -7.188 -6.648 -5.100 0.006 -0.005 0.140
H -4.751 -6.231 -4.615 0.339 0.198 -0.041
H -3.977 -3.894 -4.602 0.680 -0.259 -0.363
H -5.185 -2.004 -5.452 -0.241 0.001 0.103
H -7.548 -2.444 -6.078 -0.518 -0.184 -0.083
F -0.242 -4.319 2.992 1.176 0.032 0.219
C 1.090 -4.499 2.750 0.081 -1.890 1.260
C 1.961 -5.146 3.646 -0.033 0.390 -1.213
C 3.301 -5.331 3.208 -0.581 1.624 -0.228
C 3.770 -4.842 1.971 -1.705 -0.356 0.201
C 2.790 -4.279 1.066 3.944 -1.491 0.671
C 1.541 -4.203 1.490 -3.059 2.088 -0.019
H 1.687 -5.510 4.626 -0.285 0.209 0.027
H 3.988 -5.615 3.992 0.281 -0.499 -0.250
H 4.833 -4.931 1.800 -0.011 0.114 -0.457
H 2.967 -3.939 0.056 0.579 0.054 0.031
H 0.867 -3.627 0.873 -0.487 -0.382 -0.304
F 0.359 5.669 8.117 -0.225 0.104 0.114
C -0.066 5.951 6.881 -1.040 0.560 -2.013
C 0.734 5.645 5.774 -1.537 -0.160 0.173
C 0.150 5.881 4.516 0.794 -0.560 0.709
C -1.128 6.323 4.369 -0.842 1.023 -1.267
C -1.948 6.689 5.440 1.169 -0.851 -0.940
C -1.392 6.505 6.665 1.111 -1.177 2.250
H 1.596 4.995 5.755 0.411 0.469 0.717
H 0.736 5.592 3.656 -0.038 0.036 -0.234
H -1.495 6.439 3.360 -0.209 0.003 -0.149
H -2.983 6.956 5.286 0.056 0.189 0.126
H -2.068 6.556 7.506 0.309 0.345 0.491
F -8.878 1.353 -3.781 0.651 0.551 -0.113
C -7.530 1.238 -3.858 1.329 -1.800 0.272
C -6.956 0.026 -3.475 -0.208 -0.668 1.115
C -5.589 -0.225 -3.542 -1.297 1.186 -0.828
C -4.847 0.769 -4.137 2.290 -0.161 -0.153
C -5.329 2.010 -4.530 0.361 -1.320 1.490
C -6.663 2.214 -4.322 -2.466 1.394 -1.069
H -7.456 -0.796 -2.984 -1.045 0.213 -0.201
H -5.252 -1.192 -3.199 0.468 0.167 -0.079
H -3.789 0.608 -4.284 0.213 -0.114 0.149
H -4.594 2.778 -4.721 -0.356 0.177 -0.614
H -7.144 3.106 -4.695 0.051 0.466 0.236
F -2.402 3.848 -3.652 -0.291 0.320 0.217
C -1.380 3.882 -4.522 0.991 -1.836 -0.077
C -0.859 2.609 -4.911 0.021 1.159 -0.769
C 0.154 2.603 -5.868 0.360 1.889 -0.110
C 0.597 3.835 -6.381 0.081 2.085 -0.236
C 0.154 5.109 -5.923 -0.900 -2.668 0.867
C -0.836 5.082 -4.931 0.174 0.600 -0.764
H -1.281 1.655 -4.629 -0.222 0.163 0.577
H 0.694 1.747 -6.247 -0.531 -0.467 0.147
H 1.261 3.944 -7.226 0.432 -0.766 -0.007
H 0.452 6.087 -6.273 0.399 -0.288 -0.344
H -1.186 6.063 -4.646 -0.505 -0.242 0.597
```
Forces are in eV/Å.

Computed properties:
Energy in Eh: -5308.2127
Charge: 0
LUMO level in eV: -0.01
HOMO-LUMO gap in eV: 8.87
Molar mass in g mol⁻¹: 1625.11
HOMO level in eV: -8.88

***

# 2
C9H10BrMoN2O3Te4 as an isolated structure at a distorted geometry. Source: the OMol25 dataset; level of theory: the ωB97M-V functional and the def2-TZVPD basis.

```
30
Properties=species:S:1:pos:R:3:forces:R:3
Mo 1.127 1.558 0.198 3.304 0.308 1.046
Te 3.076 1.478 -1.668 -0.116 0.346 0.409
Te 5.256 3.127 -1.418 -0.617 -0.196 0.233
Te 4.698 4.501 0.744 -0.249 -0.257 -0.179
Te 2.274 3.545 1.548 -0.108 -0.311 -0.385
Br 3.559 -4.939 1.962 -0.203 0.120 -0.023
C 1.961 -3.964 1.831 0.036 -0.159 -0.045
C 0.715 -4.614 1.933 0.486 0.351 -0.055
N -0.425 -3.948 1.894 -0.946 -0.327 0.084
C -0.460 -2.649 1.721 0.481 0.118 -0.075
C 0.734 -1.930 1.537 0.036 0.561 0.170
C 1.961 -2.606 1.613 0.208 -0.018 0.040
C 0.690 -0.508 1.337 -1.119 -2.071 0.595
O -0.351 0.171 1.132 0.604 0.709 -0.516
O 1.810 0.217 1.278 0.774 -0.355 0.190
H 0.650 -5.690 2.045 0.063 0.002 0.031
H -1.423 -2.153 1.749 -0.017 -0.043 -0.022
H 2.889 -2.061 1.499 0.047 -0.079 0.034
C -1.807 0.574 -2.234 -0.050 -0.473 -0.161
N -2.278 1.830 -1.646 0.695 -0.011 0.239
C -3.664 2.195 -1.932 -0.744 0.162 -0.165
C -1.549 2.558 -0.887 -0.555 0.009 -0.007
O -0.298 2.271 -0.571 -2.513 1.264 -1.683
H -2.217 0.469 -3.235 -0.025 0.159 -0.004
H -2.177 -0.262 -1.637 0.008 0.093 0.071
H -0.725 0.542 -2.293 0.031 0.083 0.040
H -3.804 2.284 -3.009 0.167 0.027 0.003
H -3.937 3.133 -1.454 0.124 -0.007 0.048
H -4.325 1.405 -1.575 0.135 -0.032 0.077
H -1.958 3.469 -0.461 0.065 0.025 0.011
```
Forces are in eV/Å.

Computed properties:
Energy in Eh: -4397.4259
Charge: +3
LUMO level (alpha / beta) in eV: -12.91 / -12.86
HOMO-LUMO gap (alpha / beta) in eV: 3.62 / 3.67
Molar mass in g mol⁻¹: 880.43
HOMO level (alpha / beta) in eV: -16.53 / -16.53

***

Which of these has the highest molar mass?
C98H122F9N11

***

Which value of charge does entry 1 give?
0